[1]
C49H56BFN3O4PS | ωB97M-V/def2-TZVPD

Structure (XYZ):
```
116
C49H56BFN3O4PS ωB97M-V/def2-TZVPD
C 3.798 7.859 -0.640
C 1.940 0.612 -1.722
H 1.800 -1.156 -7.814
F -1.965 0.585 -1.441
C -0.897 -1.953 3.248
H 5.946 10.473 -0.560
C -4.479 -7.802 12.151
H 5.576 8.266 0.487
H 2.060 7.727 -1.893
C -4.383 -6.000 4.663
H -1.728 -3.824 0.553
H 6.451 -2.573 -6.938
H -1.464 3.475 -2.794
C 2.912 8.329 -1.599
H 7.018 2.317 -1.449
C 0.673 0.857 -2.455
H -6.130 5.607 -5.875
H 2.419 9.942 -2.925
H -3.697 -8.732 6.540
C -2.964 2.646 -0.902
C -0.746 -0.722 2.624
H -3.984 -11.071 11.425
O 1.143 -0.836 -4.595
C 2.658 -0.717 -1.820
H 1.877 -0.211 -4.555
C 3.076 -2.740 -7.135
H 4.872 0.113 0.872
H 5.363 2.957 0.385
N 2.223 3.854 -0.067
H -4.704 -7.154 12.988
P -0.046 -0.365 -3.603
H 4.365 11.313 -2.263
H -2.837 3.700 -1.139
C 5.433 -2.263 -7.133
C -4.073 -10.003 11.273
C -3.893 -9.464 10.007
C -4.524 -7.268 5.208
H -3.874 -7.674 8.824
C -0.007 2.039 -2.287
H 5.996 -0.313 -7.826
H 2.678 -1.074 -2.841
C -0.949 -0.605 1.255
C -2.504 -6.950 6.473
H 6.722 0.991 -0.319
H -2.373 2.429 -0.015
H -5.366 -7.888 4.928
H 3.669 0.397 -8.261
H -1.455 -1.631 -0.559
H -6.770 6.701 -3.755
C 5.177 -0.993 -7.630
C -4.367 -9.172 12.345
C 2.116 -1.824 -0.892
S 1.101 4.976 -0.233
C 5.064 2.415 -0.514
H -0.836 0.355 0.768
C -2.472 1.757 -2.040
H -3.305 1.439 -2.660
C 0.587 3.029 -1.456
H 1.081 -1.642 -0.628
C 4.206 10.344 -1.808
H 5.951 1.014 -1.924
H -1.166 0.018 -5.378
H -1.773 -7.319 7.182
C 4.382 -3.137 -6.888
H -1.406 2.134 -3.917
C 2.498 1.571 -0.934
H -2.161 5.039 -4.382
H 3.640 6.890 -0.183
C -4.827 6.476 -2.873
C -1.346 2.398 -2.871
C -3.532 6.010 -3.050
C -5.401 5.721 -5.083
C 1.820 2.808 -0.810
C -4.106 5.252 -5.260
C -3.300 -5.208 5.019
C 5.093 9.872 -0.850
H -3.826 4.771 -6.188
C -3.586 -7.743 6.114
O 2.891 -1.914 0.300
H 4.762 3.157 -1.252
H 2.409 -1.479 1.009
H 3.704 -0.611 -1.537
H -5.110 6.949 -1.942
C -4.302 -7.264 10.884
H -4.018 2.482 -0.699
H -5.117 -5.628 3.960
H 4.583 -4.129 -6.503
H -0.469 0.148 3.206
C -4.010 -8.095 9.811
C -1.301 -1.722 0.507
C -2.360 -5.684 5.923
H -2.801 6.121 -2.258
H -1.514 -5.067 6.199
C -1.453 -2.952 1.133
C 4.887 8.632 -0.264
N -1.310 0.069 -4.378
C -1.253 -3.068 2.503
C 6.265 1.625 -1.078
H -4.392 -6.196 10.731
C 3.114 9.573 -2.180
H -1.373 -4.029 2.988
C -5.761 6.334 -3.891
C -3.172 5.400 -4.244
N 0.074 4.248 -1.202
H -3.662 -10.113 9.171
H 2.238 -2.789 -1.386
B 3.869 1.453 -0.154
H 2.256 -3.420 -6.943
O -0.311 -1.659 -2.702
H 0.229 -2.412 -2.969
C 2.819 -1.467 -7.627
H -0.737 -2.043 4.315
H -4.509 -9.592 13.332
H -3.191 -4.219 4.593
O 3.996 0.509 0.823
C 3.869 -0.594 -7.876
```

Results
- HOMO level (eV) = -8.95
- largest force on an atom (eV/Å) = 0.90
- orbital gap (Eh) = 0.30176
- charge = 0



[2]
C5H6OS | ωB97M-V/def2-TZVPD

Structure (XYZ):
```
13
C5H6OS ωB97M-V/def2-TZVPD
H -1.697 -1.101 0.000
C 0.266 -0.494 0.321
H 0.880 0.966 -1.287
C 0.847 1.004 -0.057
S -0.365 2.134 0.555
C -1.700 0.997 0.416
C -1.123 -0.217 0.210
C 0.885 -1.341 -0.683
H 2.015 1.062 0.388
H -2.843 1.233 0.660
H 0.385 -0.908 1.504
O 1.902 -1.035 -1.227
H 0.547 -2.301 -0.801
```

Results
- HOMO level (eV) = -8.13
- largest force on an atom (eV/Å) = 4.67
- orbital gap (Eh) = 0.31744
- charge = 0
- relative energy (zero: lowest compared OMol25 entry of this formula, charge and spin) (kcal/mol) = 68.2



[3]
C10H33BF4NO6 | ωB97M-V/def2-TZVPD

Structure (XYZ):
```
55
C10H33BF4NO6 ωB97M-V/def2-TZVPD
H -0.973 1.173 5.304
H 1.066 4.465 -0.792
C 1.012 4.583 -3.358
H 0.876 4.342 -4.419
B 0.928 -1.571 0.079
H -0.301 0.033 6.504
C -4.076 -1.430 -0.495
F 0.600 -0.818 -1.063
C -0.145 2.353 0.726
H 1.938 5.171 -3.300
H -3.792 -2.466 -0.288
O 0.970 -3.245 2.806
F 1.964 -2.463 -0.243
H 1.232 -2.445 2.323
C 0.578 3.608 -1.273
O 1.261 -1.262 4.894
C -0.099 0.580 5.588
H 0.526 -3.779 2.142
F -0.229 -2.290 0.457
H -1.181 2.267 0.394
H -0.501 3.816 -1.329
H 0.538 0.136 3.556
C -0.072 -2.822 -3.700
C 0.212 -0.378 4.465
C -3.041 -0.419 -0.038
H 2.243 1.483 0.641
C 0.801 2.350 -0.476
H 3.312 -0.727 1.330
H -2.327 -0.233 -0.847
H -2.121 -3.463 -4.097
H -1.532 -1.133 0.953
H -1.698 -1.969 -4.898
H 0.162 5.230 -3.107
H -3.522 0.547 0.156
H 0.493 1.513 -1.109
O 4.245 -0.577 1.126
N 2.173 2.283 0.022
H 0.832 -1.304 -2.877
H -1.105 -3.518 -5.485
H 1.131 -2.115 4.463
H 0.004 3.248 1.336
H 0.747 -3.485 -3.993
H 2.825 2.100 -0.733
F 1.388 -0.756 1.139
H -5.018 -1.318 0.048
C -1.298 -2.930 -4.581
O -2.414 -0.800 1.167
O 1.070 3.419 -2.596
H 0.044 1.495 1.374
H -0.654 -0.992 4.196
O 0.444 -1.486 -3.743
H 0.730 1.281 5.687
H 4.311 -0.848 0.206
H -0.334 -3.059 -2.663
H -4.225 -1.375 -1.577
```

Results
- HOMO level (eV) = -6.57
- largest force on an atom (eV/Å) = 1.14
- orbital gap (Eh) = 0.34954
- charge = -1



[4]
C5H5AgO | ωB97M-V/def2-TZVPD

Structure (XYZ):
```
12
C5H5AgO ωB97M-V/def2-TZVPD
C -2.226 -0.975 -0.177
H -0.758 2.094 -0.128
O 3.574 0.586 -0.804
C 0.079 1.412 -0.146
C 1.278 1.116 -0.250
C -2.034 -0.803 1.143
C 2.514 0.536 -0.258
Ag 6.049 -0.453 -1.300
H -2.613 -0.071 1.711
H -1.623 -1.683 -0.751
H -2.977 -0.399 -0.722
H -1.265 -1.361 1.682
```

Results
- HOMO level (alpha / beta) (eV) = -11.54 / -12.28
- largest force on an atom (eV/Å) = 2.21
- multiplicity = 2
- <S²> = 0.7685
- orbital gap (alpha / beta) (Eh) = 0.17739 / 0.20482
- charge = +1
- relative energy (zero: lowest compared OMol25 entry of this formula, charge and spin) (kcal/mol) = 22.2



[5]
C60H132N6O9 | ωB97M-V/def2-TZVPD

Structure (XYZ):
```
207
C60H132N6O9 ωB97M-V/def2-TZVPD
H 18.280 21.270 11.571
H 12.917 18.677 13.175
H 13.823 22.191 8.983
H 15.156 26.000 13.516
H 17.840 19.652 9.764
C 14.812 22.633 8.822
C 19.715 19.390 7.525
C 14.550 11.729 12.829
H 14.976 10.729 12.520
H 12.395 15.292 13.952
C 16.202 26.073 10.770
H 20.357 22.221 10.530
H 21.282 19.114 12.526
H 14.225 16.782 7.785
C 13.983 13.905 11.919
H 16.598 24.448 8.628
C 11.643 13.423 11.248
H 17.242 19.603 15.095
H 23.780 20.701 10.416
H 11.157 22.953 14.951
C 12.540 21.456 14.087
H 19.226 19.722 11.748
H 14.464 16.299 17.688
C 16.448 12.790 18.108
C 8.804 21.217 14.591
N 14.418 24.584 10.310
C 16.242 15.896 8.096
H 14.768 17.380 11.840
H 8.149 21.517 12.023
N 15.634 13.974 17.896
H 17.822 20.955 13.839
H 22.928 19.389 12.104
H 17.027 18.142 11.015
H 19.641 20.344 7.023
H 11.668 14.184 10.468
H 15.905 24.449 12.909
H 15.755 20.049 19.007
H 20.602 18.836 7.140
H 15.658 12.675 11.179
H 17.074 15.900 8.809
H 14.145 24.725 13.213
C 17.891 12.999 18.689
C 12.365 19.394 10.465
H 15.211 13.679 15.513
H 14.561 20.830 17.185
O 13.148 24.157 10.645
H 12.224 23.467 13.660
H 15.343 20.049 15.896
H 14.099 27.517 12.039
H 23.042 21.889 11.410
O 15.406 18.102 8.713
C 15.261 23.422 10.021
C 16.574 19.746 18.358
H 15.626 18.484 7.858
H 15.743 22.646 12.128
H 8.255 19.786 12.423
C 13.896 26.781 11.225
C 10.436 22.351 13.070
C 19.858 19.389 9.111
H 18.202 12.047 19.190
H 16.164 22.382 18.580
C 15.060 16.728 8.497
H 12.217 20.218 9.755
C 16.819 20.807 17.327
H 17.162 16.415 18.089
C 15.046 25.164 12.775
H 19.142 23.583 15.816
H 12.281 19.708 16.571
C 18.784 22.860 16.583
C 8.825 20.669 12.168
H 14.362 18.924 10.297
C 16.587 12.050 16.794
H 15.448 19.659 12.311
H 16.143 10.856 19.059
C 15.685 17.072 12.348
H 17.871 21.876 18.864
H 17.893 13.803 19.447
H 10.697 19.053 15.979
C 17.214 24.898 10.634
C 15.372 22.359 11.139
H 18.965 17.415 9.286
H 18.219 15.223 17.357
C 13.190 10.850 14.719
H 19.771 17.793 10.673
H 17.290 23.100 9.568
H 15.569 21.860 8.521
H 14.116 12.037 10.687
H 17.199 12.409 14.755
H 7.841 21.731 14.408
H 15.598 11.736 16.399
H 14.004 10.080 14.788
H 15.996 16.127 12.036
C 14.870 16.028 16.706
H 17.371 19.584 19.078
C 17.086 22.083 18.108
H 20.680 21.869 15.007
H 11.834 12.456 10.684
O 16.370 19.440 12.600
O 17.849 19.384 15.801
H 10.927 20.775 16.414
H 13.370 11.664 15.499
H 14.021 14.659 11.141
H 14.751 23.187 7.918
C 16.771 18.118 12.097
H 15.132 12.166 13.620
C 17.913 21.792 14.479
C 17.316 15.794 17.261
H 12.896 26.406 11.404
H 17.727 24.107 17.883
H 10.910 18.052 9.574
H 12.306 11.002 11.367
H 14.477 14.369 12.737
H 13.289 23.224 10.963
O 11.210 12.749 13.985
C 11.397 19.891 15.954
H 16.718 23.359 16.514
H 22.439 19.442 8.001
H 12.441 18.038 14.809
H 11.255 13.180 14.870
H 16.666 26.855 11.418
C 12.806 18.923 14.243
H 12.237 10.386 14.929
H 11.784 19.556 11.328
C 16.035 14.999 16.873
H 15.470 21.792 15.874
H 17.585 16.545 16.517
H 14.537 16.389 9.414
H 22.738 21.984 9.751
H 20.608 21.741 12.257
H 20.706 20.650 16.209
C 21.565 20.449 10.663
H 13.803 19.151 14.653
H 20.743 17.375 9.359
H 15.232 16.920 16.235
H 10.798 22.312 12.045
O 15.674 14.630 19.173
H 14.844 14.426 19.562
C 17.536 23.228 17.216
C 11.942 18.062 9.888
H 18.647 21.153 9.130
H 14.671 11.898 18.681
H 10.980 15.161 12.989
C 11.584 22.651 14.003
H 18.526 22.536 13.980
H 8.552 20.227 14.946
H 10.226 18.074 13.294
H 15.420 16.855 13.466
N 12.581 12.890 13.523
H 13.110 21.210 13.147
C 17.205 12.994 15.727
H 11.948 17.302 10.711
C 20.424 21.364 11.206
C 16.667 23.954 9.614
H 12.407 16.007 12.401
H 15.958 14.845 7.905
C 11.853 20.090 14.485
H 17.619 17.883 12.655
H 10.647 13.271 11.584
C 22.880 21.293 10.555
H 15.786 12.235 20.106
H 20.043 20.175 14.663
H 12.572 17.794 9.011
C 9.752 21.018 13.380
H 14.440 21.839 11.355
C 14.639 12.512 11.543
H 16.095 26.604 9.817
C 19.112 20.631 11.161
C 12.591 13.794 12.358
H 13.338 21.694 14.801
H 19.558 22.645 17.341
H 16.526 14.773 14.794
H 16.321 18.726 17.977
N 18.084 20.513 16.620
N 21.200 20.041 9.344
C 19.816 17.969 9.582
H 17.141 11.164 17.089
H 18.845 18.807 7.197
H 11.207 10.582 12.647
O 22.188 19.150 8.886
H 9.279 21.708 15.441
C 14.884 25.616 11.317
C 18.682 21.536 15.764
H 9.348 20.543 11.243
C 18.741 20.279 9.764
H 12.616 9.587 12.341
H 15.996 21.518 10.727
N 10.691 19.924 13.539
H 18.170 13.462 15.939
C 12.295 10.646 12.412
H 9.698 23.144 13.092
C 15.675 11.872 19.077
H 18.115 25.204 10.174
C 13.149 11.559 13.321
H 16.608 16.172 7.095
C 16.198 14.112 15.650
H 16.910 22.259 14.575
H 13.971 15.746 16.140
C 12.063 15.117 12.944
H 18.705 13.246 17.952
C 15.453 20.912 16.529
O 13.763 19.299 10.949
H 21.972 18.346 11.059
H 17.526 24.555 11.625
C 20.037 21.033 15.378
C 21.926 19.304 11.650
H 14.088 27.313 10.329
O 9.913 18.761 13.904
```

Results
- HOMO level (eV) = -8.26
- largest force on an atom (eV/Å) = 3.43
- orbital gap (Eh) = 0.31324
- charge = 0
- relative energy (zero: lowest compared OMol25 entry of this formula, charge and spin) (kcal/mol) = 29.2



[6]
C3H9NO2 | ωB97M-V/def2-TZVPD

Structure (XYZ):
```
15
C3H9NO2 ωB97M-V/def2-TZVPD
C 0.418 1.769 0.991
H -1.103 -2.006 -0.867
H -0.756 -0.480 -1.375
N -0.390 -1.293 -0.923
H 0.376 0.019 2.323
H -1.239 2.778 1.155
C -0.259 0.712 1.798
O 1.535 1.808 0.572
H 1.250 -0.914 -2.196
C 0.683 -1.763 -1.834
H 1.396 -2.395 -1.314
H 0.287 -2.370 -2.647
H -0.923 0.174 1.133
O -0.442 2.763 0.609
H -0.834 1.198 2.575
```

Results
- HOMO level (eV) = -9.56
- largest force on an atom (eV/Å) = 1.15
- orbital gap (Eh) = 0.37740
- charge = 0
- relative energy (zero: lowest compared OMol25 entry of this formula, charge and spin) (kcal/mol) = 24.4



[7]
C5H8N2S | ωB97M-V/def2-TZVPD

Structure (XYZ):
```
16
C5H8N2S ωB97M-V/def2-TZVPD
N 0.570 1.849 0.488
H -0.832 -1.956 -1.147
H -1.564 0.154 2.052
H 0.676 0.157 -2.235
C 0.830 0.593 -0.151
S 0.747 -2.025 1.412
H -1.934 -0.578 -0.482
C 0.096 -0.614 0.491
N -0.457 1.603 1.327
C -0.832 -0.814 -0.737
H 1.458 2.129 0.837
C -0.802 0.427 1.310
H 2.050 0.642 -0.253
C -0.054 0.276 -1.412
H 0.827 -3.031 0.334
H -0.778 1.187 -1.836
```

Results
- HOMO level (eV) = -8.72
- largest force on an atom (eV/Å) = 4.75
- orbital gap (Eh) = 0.34405
- charge = 0
- relative energy (zero: lowest compared OMol25 entry of this formula, charge and spin) (kcal/mol) = 101.3



[8]
I6Y | ωB97M-V/def2-TZVPD

Structure (XYZ):
```
7
I6Y ωB97M-V/def2-TZVPD
I 2.283 -3.101 -0.689
Y -0.328 -0.840 -0.419
I -1.163 -1.959 2.284
I 3.506 1.030 0.755
I -1.431 2.779 0.809
I 0.945 1.997 -1.940
I -3.812 0.095 -0.801
```

Results
- HOMO level (eV) = 1.46
- largest force on an atom (eV/Å) = 2.45
- orbital gap (Eh) = 0.17094
- charge = -3



no.,calculated total energy (eV)
1,-87902.052
2,-18161.682
3,-36235.315
4,-11299.323
5,-91719.653
6,-8841.899
7,-19126.029
8,-49652.207